Here is a 2-piece molecular cluster, C5H11O2 overall in a non-equilibrium geometry from OMol25. Energies are from ωB97M-V with the def2-TZVPD basis set.

Structure (ORCA input):
```
! wB97M-V def2-TZVPD RIJCOSX def2/J DEFGRID3
* xyz 0 2
C -0.099 1.549 -0.928
C -1.317 0.682 -0.663
O -2.043 0.901 0.325
O -1.708 -0.126 -1.529
H -0.535 2.323 -1.590
H 0.632 1.032 -1.528
H 0.116 2.209 -0.085
C 0.864 -1.099 0.995
C 1.673 0.099 1.641
C 1.740 -1.835 0.011
H 0.684 -1.769 1.847
H -0.079 -0.798 0.533
H 2.498 0.286 0.964
H 1.924 -0.147 2.671
H 2.199 -1.142 -0.700
H 2.542 -2.395 0.474
H 1.040 0.975 1.645
H 1.156 -2.556 -0.582
*
```

Summary:
HOMO-LUMO gap (alpha / beta) ... 0.4506 / 0.2692 Ha
⟨S²⟩ ... 0.759
LUMO energy (alpha / beta) ... 0.854 / -3.342 eV
F_max ... 2.73 eV/Å
Relative energy (zero: lowest compared OMol25 entry of this formula, charge and spin) ... 12.69 kcal per mole
HOMO energy (alpha / beta) ... -11.4083 / -10.6658 eV